Entry 1:
The following is a quantum chemistry calculation of a molecular structure, C48H43AsBIN4O5Sn, from the OMol25 dataset.

Results
DFT total energy: -142110.3124 eV
Orbital gap: 7.191 eV
Molar mass: 1087.244 g/mol
Largest force on an atom: 0.34 eV/A
HOMO energy: -13.00 eV
Total charge: +2
Relative energy (zero: lowest compared OMol25 entry of this formula, charge and spin): 47.2 kJ/mol

Cartesian coordinates (Å):
1 C -2.28 2.20 -0.60
2 C -1.15 -2.26 -4.58
3 C 0.24 2.03 2.71
4 O 1.76 2.74 1.21
5 H 2.03 0.62 7.11
6 C -0.16 -3.91 -0.04
7 C -3.81 -1.56 -4.97
8 H -0.87 -7.43 -5.21
9 H 2.50 -0.62 -1.72
10 H -4.11 -2.05 -2.90
11 H 4.51 -3.38 1.23
12 C 1.13 -7.05 -5.90
13 I 1.81 2.61 -3.00
14 H -0.94 4.93 -1.65
15 C -4.25 3.52 0.73
16 C 3.01 -1.41 0.21
17 H 4.02 -1.64 -0.08
18 C -3.05 5.73 0.56
19 C 2.51 1.47 3.24
20 H -0.03 -1.84 5.10
21 H -1.89 -0.18 5.45
22 C -1.30 0.29 6.24
23 B 0.50 3.11 0.86
24 H -1.57 -0.20 7.17
25 C 0.81 -4.53 -4.81
26 C 0.45 -0.70 0.84
27 C 2.00 -4.87 -5.43
28 C -3.15 4.26 0.30
29 H 4.44 6.85 -1.86
30 C -1.50 -3.56 0.05
31 C -3.44 1.56 -0.14
32 H -0.88 -1.77 -6.65
33 H -2.84 -0.49 0.11
34 C -2.06 -2.33 -3.51
35 H 4.94 -3.53 2.89
36 H -3.35 5.95 1.59
37 H -1.64 7.06 0.17
38 C 0.95 0.76 7.19
39 H 3.09 -6.40 -6.47
40 O -1.32 1.55 -1.26
41 H 1.09 6.18 0.73
42 H 3.57 1.49 3.01
43 H 3.90 4.79 -3.09
44 C 2.81 6.66 -0.48
45 C 2.01 0.86 4.38
46 C 1.58 2.06 2.41
47 C 3.59 6.26 -1.56
48 H -1.59 1.34 6.32
49 C -0.27 1.42 3.84
50 H 2.72 0.37 5.04
51 C 2.16 -0.82 -0.71
52 H -4.85 -1.30 -5.13
53 H 2.81 -4.15 -5.50
54 C 0.65 0.82 4.71
55 C 2.16 -6.13 -5.98
56 C 2.19 4.33 -1.87
57 C 1.41 4.73 -0.81
58 C 1.23 -1.29 1.81
59 H 0.34 -4.38 0.80
60 C 0.20 0.14 6.00
61 C 2.53 -1.67 1.49
62 N 0.26 3.97 -0.34
63 H -5.05 4.01 1.28
64 C -0.11 -3.14 -2.32
65 C -3.62 0.09 -0.38
66 C -1.47 -2.81 -2.24
67 C -0.23 -5.45 -4.73
68 C 0.53 -1.36 5.91
69 C -2.91 -1.49 -6.02
70 H 0.62 0.29 8.11
71 C -0.91 4.24 -0.82
72 H 0.75 1.83 7.26
73 H -2.04 -3.74 0.97
74 H -4.58 -0.22 0.01
75 O 3.10 -2.08 3.74
76 C 1.72 5.89 -0.11
77 H -3.71 6.28 -0.11
78 N 0.91 -0.47 -0.40
79 H 1.58 -3.99 -1.30
80 C -0.07 -6.71 -5.27
81 C 0.54 -3.70 -1.22
82 H -3.25 -1.17 -7.00
83 C 3.37 -2.30 2.58
84 H -1.33 1.44 4.05
85 Sn -0.39 0.07 -2.24
86 H 3.04 7.56 0.07
87 H 1.59 -1.54 5.74
88 C -2.14 3.57 -0.37
89 C -2.16 -3.01 -1.04
90 C -1.58 -1.83 -5.83
91 O -1.69 6.11 0.35
92 H -3.58 -0.14 -1.45
93 H -0.57 -0.39 1.04
94 H 0.86 -1.44 2.81
95 H 1.25 -8.04 -6.32
96 C 3.28 5.10 -2.25
97 N 4.40 -3.07 2.17
98 H -1.16 -5.19 -4.24
99 O -0.48 2.70 1.72
100 H 0.25 -1.85 6.84
101 As 0.66 -2.74 -4.07
102 C -3.40 -1.98 -3.71
103 N -4.38 2.22 0.51
104 H -3.22 -2.78 -0.97

***

Entry 2:
The following is a quantum chemistry calculation of a molecular structure, C48H43AsN3O3PPtS2, from the OMol25 dataset.

Results
DFT total energy: -156116.6555 eV
Orbital gap: 4.670 eV
Molar mass: 1074.998 g/mol
Largest force on an atom: 1.55 eV/A
HOMO energy: -12.27 eV
Total charge: +2
Relative energy (zero: lowest compared OMol25 entry of this formula, charge and spin): 0.0 kJ/mol

Cartesian coordinates (Å):
1 C -1.89 3.75 4.42
2 H 3.77 -4.89 2.27
3 C 5.22 -0.70 -3.31
4 Pt 0.36 1.46 1.64
5 C -2.52 6.36 0.67
6 C -0.65 1.57 4.26
7 H -6.99 1.31 -2.18
8 C 2.08 -0.09 3.63
9 H -0.84 1.24 5.27
10 H -2.88 6.93 1.52
11 N 0.87 -0.14 4.10
12 H 0.29 -0.08 -1.77
13 C -2.05 4.24 -0.37
14 H -4.40 2.40 1.03
15 H -0.26 -7.05 -2.78
16 C -6.00 1.59 -1.83
17 S 3.25 -1.14 4.33
18 C -3.45 2.28 -0.91
19 C 0.86 -0.81 -1.21
20 C -1.02 2.90 3.77
21 C 3.66 -2.93 1.42
22 H -2.88 2.18 -2.98
23 H 5.77 -3.34 -1.27
24 O -0.80 2.04 -2.29
25 H 6.94 -1.38 -2.23
26 C -3.49 -1.36 -0.17
27 C 0.42 -5.05 -3.12
28 H 1.18 -2.98 -1.11
29 C -2.15 -1.05 -0.32
30 H 3.26 -1.01 0.57
31 C 0.65 -2.23 -1.70
32 C 1.49 -7.01 -4.01
33 P 0.43 -0.68 0.56
34 As 1.35 -2.30 -3.57
35 O 0.16 1.79 -0.34
36 H 1.35 -5.02 2.74
37 H -2.12 8.11 -0.52
38 H 0.37 4.86 1.53
39 C -0.28 4.57 2.35
40 H -0.39 -4.62 -2.55
41 H -6.61 1.75 0.23
42 N 0.14 0.88 3.52
43 H -2.54 1.46 1.10
44 H -2.58 5.78 4.51
45 C -1.68 6.29 -1.57
46 H -1.78 -0.76 -1.29
47 C 0.48 -6.43 -3.26
48 C -1.30 -1.09 0.79
49 H -5.11 1.58 -3.77
50 H 5.54 -0.65 4.50
51 H 5.12 -0.95 2.79
52 H 4.75 0.62 3.58
53 C -3.68 2.08 -2.27
54 C -1.09 5.50 3.01
55 H 3.21 -6.66 -5.24
56 C -0.87 2.17 -1.09
57 H 1.53 -8.09 -4.13
58 C 2.84 -1.88 1.07
59 H -2.87 4.45 1.59
60 C 1.38 -4.24 -3.73
61 C -2.10 7.03 -0.47
62 C 3.13 -4.06 2.02
63 H -2.49 3.39 5.24
64 H 3.36 -0.27 -4.30
65 C -2.49 4.98 0.72
66 H 1.92 -0.52 -1.30
67 N -0.25 3.30 2.72
68 C 2.37 -4.83 -4.50
69 S 2.50 1.07 2.36
70 C 4.81 -0.45 3.71
71 C -3.15 -1.73 2.19
72 H 3.40 -3.77 -1.82
73 C 5.89 -1.56 -2.46
74 C -1.81 -1.42 2.05
75 C 3.22 -2.03 -3.08
76 H -4.14 -1.32 -1.03
77 C -4.53 2.17 -0.03
78 C -5.79 1.82 -0.48
79 H 5.73 0.15 -3.74
80 C 5.23 -2.66 -1.92
81 H -1.16 -1.46 2.92
82 H -3.54 -2.01 3.16
83 H -1.37 6.80 -2.48
84 H -0.13 -3.18 2.09
85 C -1.66 4.91 -1.53
86 H 3.11 -4.22 -5.00
87 H 4.72 -2.88 1.20
88 C -3.99 -1.71 1.08
89 C 1.77 -4.14 2.28
90 H -1.32 4.35 -2.40
91 H -0.41 -2.50 -1.73
92 C -2.10 2.72 -0.33
93 C 3.90 -2.89 -2.23
94 O -1.98 2.25 1.03
95 C 1.46 -1.95 1.32
96 H -1.05 6.54 2.70
97 C 3.88 -0.94 -3.62
98 C 0.93 -3.09 1.92
99 C -4.95 1.73 -2.71
100 C -1.92 5.08 4.02
101 H -5.03 -1.97 1.19
102 C 2.43 -6.21 -4.64

***

Entry 3:
The following is a quantum chemistry calculation of a molecular structure, C48H43CdN10O5S5, from the OMol25 dataset.

Results
DFT total energy: -134358.4165 eV
Orbital gap: 6.094 eV
Molar mass: 1112.684 g/mol
Largest force on an atom: 0.51 eV/A
HOMO energy: -4.56 eV
Total charge: -1
Relative energy (zero: lowest compared OMol25 entry of this formula, charge and spin): 128.3 kJ/mol

Cartesian coordinates (Å):
1 H -0.60 2.78 -5.62
2 H 0.59 -0.12 -2.33
3 C -2.93 4.89 -5.17
4 C -2.22 -2.20 -2.15
5 C -1.67 -3.74 -0.42
6 C -3.71 6.29 -6.93
7 H 4.28 0.08 5.70
8 H -4.54 4.26 6.20
9 C -3.81 2.64 4.67
10 C -1.14 -3.92 0.97
11 H -0.03 1.35 -4.18
12 C -1.93 4.70 -7.40
13 H -2.75 6.02 -8.85
14 H -0.57 1.95 2.74
15 H -1.78 -1.53 -2.89
16 C 4.69 -0.66 5.03
17 N 1.47 -2.23 -0.14
18 C -1.89 2.68 -1.68
19 C 6.57 -1.72 3.95
20 O 1.86 -0.51 5.70
21 C 0.03 -3.03 -1.97
22 C -3.74 1.55 3.82
23 H 0.07 -2.48 -2.91
24 C 2.36 2.72 2.14
25 S -2.56 -0.10 2.01
26 S 2.08 -1.41 4.59
27 N -1.35 3.37 -5.31
28 H -0.50 -4.25 4.71
29 N -1.17 -2.61 -1.22
30 H 3.65 -3.17 3.01
31 C 2.70 -2.07 0.39
32 H -5.46 -1.87 0.95
33 C -4.99 0.30 -1.58
34 H -1.56 -4.68 -0.98
35 H 2.76 3.72 2.07
36 C -1.86 3.43 -4.04
37 O -3.89 4.95 6.41
38 N 1.21 0.80 1.63
39 C 3.85 -2.49 -0.23
40 C 3.82 -1.52 4.36
41 H 4.72 -2.09 -5.00
42 N -0.90 -2.84 1.70
43 H 6.09 -3.34 2.62
44 C -5.57 -0.24 -0.44
45 C 1.53 2.09 1.29
46 C -2.02 4.31 -6.06
47 N -2.80 4.32 -3.91
48 H 2.73 -1.56 1.34
49 H 4.10 -0.82 -6.07
50 C -2.74 4.70 5.72
51 C -1.12 -5.19 1.52
52 C 3.90 -0.44 -3.18
53 C -0.70 -4.20 3.65
54 C 2.49 -3.30 -2.01
55 Cd -0.22 -0.78 0.84
56 C 1.78 0.41 2.76
57 C -1.57 3.23 4.12
58 O 1.58 -2.76 4.67
59 N -3.99 -2.03 -0.47
60 C -1.48 1.79 -0.70
61 H 8.22 -2.28 2.90
62 C 3.75 -3.11 -1.47
63 C -3.40 -1.49 -1.53
64 H -1.30 -6.06 0.89
65 H 6.73 -0.09 5.34
66 H -3.40 0.06 -3.01
67 O 3.17 -0.94 -4.22
68 H -4.36 7.06 -7.30
69 H -5.37 1.21 -2.02
70 C 3.82 -1.57 -5.32
71 C 6.05 -0.76 4.82
72 N 7.95 -1.84 3.76
73 S 2.94 0.34 -2.03
74 H -0.53 -2.06 3.57
75 H -4.75 2.78 5.20
76 C -1.49 2.14 3.27
77 C 1.38 -2.84 -1.31
78 S 5.57 -0.65 -3.13
79 H -4.59 0.89 3.71
80 O -1.82 5.45 5.86
81 C -3.89 -0.33 -2.13
82 H -2.58 3.48 -1.45
83 H 4.63 -3.40 -2.02
84 C 5.69 -2.59 3.30
85 C -0.49 1.51 -3.21
86 H 4.81 -2.29 0.22
87 H -2.74 -3.57 -0.27
88 H 2.36 -3.76 -2.98
89 H -0.72 3.89 4.25
90 C 4.33 -2.49 3.50
91 C -0.88 -5.34 2.88
92 H -0.07 -4.09 -2.24
93 C -1.39 2.53 -2.97
94 C -2.73 3.50 4.83
95 H -4.48 6.36 -4.92
96 S 2.76 1.67 3.46
97 H 8.48 -1.01 3.97
98 C -2.79 5.69 -7.81
99 H 3.10 -2.26 -5.74
100 C -0.15 0.65 -2.18
101 H -1.21 4.24 -8.07
102 N -0.64 0.78 -0.95
103 C -0.71 -2.97 3.01
104 N 1.51 -0.82 3.22
105 H -6.41 0.23 0.04
106 H 1.13 2.50 0.38
107 H -2.60 -3.07 -2.70
108 C -3.79 5.90 -5.61
109 H -1.85 1.87 0.32
110 C -2.57 1.27 3.09
111 C -5.03 -1.41 0.07
112 H -0.85 -6.32 3.33

***

Entry 4:
The following is a quantum chemistry calculation of a molecular structure, C48H44AsBrN2O2PRuS, from the OMol25 dataset.

Results
DFT total energy: -211151.0564 eV
Multiplicity: 2
Orbital gap (spin up / spin down): 5.435 / 5.842 eV
Molar mass: 999.829 g/mol
Largest force on an atom: 1.60 eV/A
HOMO energy (spin up / spin down): -6.27 / -6.27 eV
Total charge: 0
Relative energy (zero: lowest compared OMol25 entry of this formula, charge and spin): 382.7 kJ/mol

Cartesian coordinates (Å):
1 N 1.55 -0.10 -1.21
2 H -3.90 4.78 0.92
3 H -0.10 0.90 6.62
4 C -4.85 4.76 -1.01
5 C -4.15 -0.87 -5.12
6 C 2.96 -1.81 5.42
7 C -2.06 0.76 -4.30
8 H 4.11 -2.81 1.40
9 H 0.84 -0.77 -1.51
10 H -5.38 5.70 -0.85
11 H 2.61 0.10 2.64
12 C 0.91 2.89 0.06
13 Br -3.42 1.57 3.41
14 H -1.62 0.98 -6.39
15 C 5.20 -0.70 -1.01
16 C 0.13 1.38 3.29
17 H -4.57 -1.13 -3.04
18 H -2.50 -2.61 -3.22
19 C 1.90 -3.05 3.65
20 C -0.66 -0.73 3.74
21 C -3.32 -0.28 -6.06
22 C -2.27 0.53 -5.66
23 Ru -0.15 -0.08 0.52
24 H -1.78 -5.62 1.54
25 S 0.95 3.91 2.41
26 As -2.54 0.69 -1.54
27 C -3.56 -0.28 -0.23
28 H 1.14 -2.73 -2.23
29 C 1.98 -1.94 2.82
30 H -3.10 -2.95 -1.58
31 C -0.04 -6.21 0.41
32 H -4.97 -1.50 -5.44
33 C -3.94 -0.65 -3.77
34 H 0.06 -3.59 -3.33
35 C 2.80 -0.62 -0.82
36 H -5.64 4.50 -2.99
37 H 3.34 -1.76 6.43
38 H -0.96 -3.31 1.90
39 H 0.55 2.64 4.96
40 H -1.98 -0.52 1.19
41 H -1.26 1.41 -3.97
42 C -3.37 3.05 -0.22
43 H 1.59 0.68 -1.85
44 C 2.56 -0.76 3.30
45 C -5.00 4.09 -2.22
46 H -0.40 -7.21 0.24
47 C 5.25 -1.67 -0.02
48 H -5.36 -0.02 -1.36
49 C 1.18 -5.81 -0.11
50 H 2.60 -4.21 -0.31
51 H -0.72 -3.29 -0.87
52 C -5.67 -1.26 0.37
53 C 1.17 4.05 0.71
54 H 6.11 -0.36 -1.48
55 H -3.50 -0.45 -7.12
56 H 1.46 5.00 0.29
57 C -2.89 0.16 -3.36
58 C 0.88 -3.62 0.83
59 C -4.34 2.89 -2.43
60 C -3.01 -0.77 0.95
61 H 1.77 -6.51 -0.69
62 C 3.05 -0.70 4.59
63 O -0.97 1.19 -1.25
64 H -4.45 2.36 -3.37
65 C 3.98 -0.18 -1.41
66 C -2.28 -3.12 -2.28
67 C -3.53 2.36 -1.43
68 H 2.33 -3.85 5.59
69 C -3.77 -1.52 1.82
70 H 6.20 -2.08 0.30
71 C -0.15 0.70 5.56
72 H -2.20 -4.19 -2.47
73 N -0.30 0.19 2.85
74 C -0.82 -5.31 1.14
75 H -6.72 -1.45 0.15
76 O -1.12 -1.30 -1.17
77 C 0.50 2.26 2.23
78 H 1.47 -3.98 3.30
79 H -0.88 -1.32 5.78
80 P 1.33 -1.89 1.12
81 C 0.53 1.84 0.94
82 C 0.15 -2.69 -2.72
83 H 3.93 0.57 -2.19
84 C -5.10 -1.79 1.52
85 C -4.03 4.25 -0.02
86 H -3.34 -1.88 2.75
87 C -4.91 -0.49 -0.49
88 C 2.39 -2.98 4.95
89 C -0.97 -2.61 -1.68
90 C 0.21 1.67 4.65
91 H -5.69 -2.39 2.19
92 C 4.08 -2.09 0.59
93 C -0.59 -0.54 5.10
94 H 0.95 2.79 -1.02
95 C 1.65 -4.52 0.10
96 H -1.03 -1.67 3.34
97 H 0.11 -1.81 -3.37
98 H -2.72 2.65 0.55
99 H 3.49 0.22 4.95
100 C -0.35 -4.02 1.35
101 C 2.85 -1.57 0.19

***

Which value of total charge does entry 4 give?
0